A single C2H3N2PS molecule at a distorted geometry. Source: OMol25; level of theory: ωB97M-V with the def2-TZVPD basis set.

Cartesian coordinates (Å):
C 1.394 -0.894 0.653
C -0.784 -0.283 -0.226
N 0.146 -0.729 0.396
N 2.265 1.661 -0.233
P -2.225 0.677 0.163
S 2.769 0.314 0.028
H 1.722 -1.957 0.635
H -3.034 -0.310 -0.278
H -2.254 1.520 -1.139

**E_HOMO (alpha / beta)**: -7.90 / -7.90 eV
**Kohn-Sham gap (alpha / beta)**: 7.101 / 7.103 eV

A single C2H3N3 molecule at a distorted geometry. Source: OMol25; level of theory: ωB97M-V with the def2-TZVPD basis set.

Cartesian coordinates (Å):
C 0.449 0.368 -1.621
C 0.032 -0.596 0.999
N 1.210 0.020 -2.414
N -0.421 0.870 -0.792
N -0.556 0.407 0.414
H 0.775 -1.158 0.465
H -0.231 -0.843 2.008
H -1.258 0.932 0.942

**E_HOMO (alpha / beta)**: -8.85 / -8.85 eV
**Kohn-Sham gap (alpha / beta)**: 8.783 / 8.782 eV

A single C2H3N3 molecule at a distorted geometry. Source: OMol25; level of theory: ωB97M-V with the def2-TZVPD basis set.

Cartesian coordinates (Å):
C -0.886 0.524 -0.595
C -0.021 -0.579 -0.672
N 0.818 -0.402 0.374
N 0.532 0.671 1.105
N -0.423 1.260 0.494
H -1.801 0.862 -0.013
H 0.147 -1.416 -1.346
H 1.634 -0.921 0.653

**E_HOMO**: -9.65 eV
**Kohn-Sham gap**: 10.471 eV
**SMILES**: c1c[nH]nn1